Molecular formula: C4H18N5O13P2
Method: DFT, the ωB97M-V functional and the def2-TZVPD basis

The LUMO energy is 1.243 eV. As for the charge: -1. The value obtained for the HOMO energy is -3.6 eV. The gap between HOMO and LUMO comes out at 4.87 eV.

Each line ends with the Löwdin charge.
Geometry (Å):
O1 4.464 0.501 3.154  -0.055
N1 4.139 1.153 2.160  -0.137
O2 3.390 0.328 1.365  -0.442
P1 1.688 0.565 1.655  0.323
P2 -0.460 0.928 2.097  0.570
O3 -1.176 1.338 0.740  -0.492
O4 -1.203 -0.410 2.930  -0.296
O5 -0.453 2.368 3.138  -0.324
H1 1.398 0.830 0.241  -0.037
H2 1.943 2.001 1.826  -0.031
H3 1.851 0.325 3.070  -0.035
H4 1.455 -0.830 1.368  -0.050
H5 -0.962 -1.293 2.512  0.050
H6 -0.139 3.090 2.487  0.058
C1 4.876 1.515 -1.990  0.028
N2 3.556 1.562 -1.305  -0.416
O6 2.694 0.759 -1.681  0.028
O7 3.423 2.404 -0.409  0.027
H7 4.851 0.732 -2.751  0.088
H8 5.045 2.492 -2.447  0.092
H9 5.632 1.293 -1.234  0.098
C2 -0.257 -2.836 -1.880  0.039
N3 -0.131 -2.214 -0.534  -0.387
O8 0.973 -1.749 -0.226  0.010
O9 -1.144 -2.209 0.175  0.034
H10 0.706 -2.770 -2.391  0.098
H11 -0.546 -3.879 -1.734  0.056
H12 -1.023 -2.284 -2.428  0.104
C3 -2.975 4.471 0.134  0.036
N4 -2.814 5.533 1.163  -0.426
O10 -3.661 6.434 1.184  0.026
O11 -1.843 5.432 1.922  0.053
H13 -3.867 4.686 -0.459  0.088
H14 -2.082 4.482 -0.494  0.105
H15 -3.081 3.518 0.658  0.094
C4 -3.990 -5.567 -1.338  0.043
N5 -2.801 -5.338 -2.203  -0.409
O12 -3.008 -4.944 -3.357  0.058
O13 -1.694 -5.560 -1.699  0.030
H16 -4.892 -5.333 -1.908  0.096
H17 -3.983 -6.617 -1.040  0.100
H18 -3.899 -4.908 -0.472  0.107

Molecular formula: C4H18O6V
Method: DFT, the ωB97M-V functional and the def2-TZVPD basis

The LUMO energy (spin up / spin down) is 0.056 / 0.043 eV. The value obtained for the HOMO energy (spin up / spin down) is -6.1 / -7.5 eV. The gap between HOMO and LUMO (spin up / spin down) comes out at 6.16 / 7.52 eV. As for the multiplicity: 4.

Each line ends with the Löwdin charge.
Geometry (Å):
V1 0.290 0.091 -0.412  0.836
C1 1.905 2.489 2.936  -0.116
C2 1.253 1.315 2.219  -0.509
O1 0.904 1.630 0.926  -0.377
H1 2.322 2.162 3.901  0.063
H2 1.232 3.313 3.173  0.063
H3 2.756 2.862 2.362  0.065
H4 0.374 0.997 2.829  0.087
H5 1.958 0.453 2.277  0.084
C3 -2.674 -1.813 -2.447  -0.102
C4 -1.424 -2.305 -1.696  -0.498
O2 -0.386 -1.436 -1.718  -0.370
H6 -3.012 -0.877 -1.993  0.038
H7 -3.468 -2.563 -2.339  0.065
H8 -2.516 -1.695 -3.519  0.066
H9 -1.170 -3.310 -2.086  0.095
H10 -1.774 -2.476 -0.645  0.084
O3 2.488 -0.376 -0.725  -0.044
H11 2.855 -0.364 0.167  0.069
H12 3.239 -0.279 -1.314  0.080
O4 0.567 1.390 -2.129  -0.045
H13 1.442 1.535 -2.497  0.077
H14 0.005 2.082 -2.485  0.087
O5 -1.824 0.629 -0.009  -0.047
H15 -2.565 0.322 -0.542  0.056
H16 -2.181 0.930 0.831  0.084
O6 -0.046 -1.320 1.395  -0.047
H17 -0.774 -1.153 1.999  0.072
H18 0.222 -2.231 1.541  0.085

Molecular formula: C4H19B2NOSn
Method: DFT, the ωB97M-V functional and the def2-TZVPD basis

The LUMO energy is -1.515 eV. The value obtained for the HOMO energy is -9.1 eV. The gap between HOMO and LUMO comes out at 7.59 eV.

Each line ends with the Löwdin charge.
Geometry (Å):
Sn1 0.173 1.334 1.089  1.514
B1 3.000 2.057 2.026  -0.513
H1 2.561 2.897 1.294  -0.079
H2 2.591 2.101 3.133  -0.054
H3 2.694 0.990 1.535  -0.119
H4 4.173 2.096 1.958  -0.050
B2 -2.875 0.949 1.392  -0.477
H5 -3.638 1.545 2.060  -0.043
H6 -2.119 0.343 2.100  -0.073
H7 -3.499 0.193 0.734  -0.045
H8 -2.347 1.775 0.688  -0.094
C1 -1.558 -0.669 -2.561  -0.032
C2 -0.867 -0.452 -1.216  -0.427
C3 0.170 -1.531 -0.954  -0.217
O1 1.036 -1.128 0.054  -0.279
C4 1.882 -2.147 0.550  -0.069
N1 -0.330 0.932 -1.129  -0.088
H9 -2.007 -1.658 -2.657  0.093
H10 -0.787 -0.597 -3.335  0.087
H11 -2.332 0.070 -2.755  0.090
H12 -1.584 -0.501 -0.387  0.097
H13 0.651 -1.733 -1.920  0.138
H14 -0.441 -2.404 -0.698  0.147
H15 2.532 -2.630 -0.182  0.101
H16 1.283 -2.856 1.126  0.102
H17 2.591 -1.689 1.241  0.093
H18 0.169 1.142 -1.993  0.121
H19 -1.125 1.568 -1.197  0.078

Molecular formula: C4H19N2O6S
Method: DFT, the ωB97M-V functional and the def2-TZVPD basis

The LUMO energy is 3.030 eV. As for the charge: -1. The value obtained for the HOMO energy is -4.4 eV. The gap between HOMO and LUMO comes out at 7.42 eV.

Each line ends with the Löwdin charge.
Geometry (Å):
O1 -2.296 -1.150 -0.435  -0.018
C1 -1.433 -1.954 -0.089  -0.391
N1 -0.394 -1.660 0.694  0.003
C2 -0.009 -0.245 0.892  -0.379
C3 1.506 -0.274 1.167  -0.651
S1 2.486 -1.402 0.096  0.328
C4 -0.757 0.473 2.023  -0.244
N2 -0.760 1.930 1.822  0.014
H1 -1.519 -2.992 -0.445  0.130
H2 0.446 -2.242 0.733  0.035
H3 -0.071 0.211 -0.098  0.122
H4 1.731 -0.534 2.209  0.051
H5 1.940 0.715 1.075  0.032
H6 -0.123 0.294 2.894  0.101
H7 -1.761 0.156 2.289  0.112
H8 -1.322 2.083 0.995  0.064
H9 0.167 2.305 1.757  0.057
H10 -0.963 -1.785 2.980  -0.009
H11 -0.356 -3.098 3.086  0.029
O2 -0.731 -2.428 3.670  -0.070
H12 -0.321 -1.620 -2.549  0.035
H13 1.045 -1.321 -1.942  -0.057
O3 0.491 -1.120 -2.715  -0.093
H14 -1.730 0.633 -2.663  0.034
H15 -0.430 0.358 -3.363  0.009
O4 -1.171 0.989 -3.363  -0.074
H16 0.265 3.165 -2.136  0.014
H17 -1.147 2.748 -2.542  -0.011
O5 -0.599 3.531 -2.376  -0.091
H18 1.935 1.079 -1.281  -0.005
H19 3.345 1.311 -1.240  0.028
O6 2.535 1.843 -1.146  -0.107

Molecular formula: C4H19NO8
Method: DFT, the ωB97M-V functional and the def2-TZVPD basis

As for the SMILES: O=C[C@H](CO)NCO.O.O.O.O.O. The LUMO energy is 0.239 eV. The value obtained for the HOMO energy is -8.9 eV. The gap between HOMO and LUMO comes out at 9.12 eV.

Each line ends with the Löwdin charge.
Geometry (Å):
O1 -1.509 -2.327 -1.696  0.048
C1 -1.056 -1.297 -1.258  -0.238
C2 -0.412 -1.306 0.065  -0.289
C3 -1.353 -1.036 1.321  -0.223
O2 -1.119 -1.878 2.405  -0.082
N1 0.493 -0.210 0.246  -0.032
C4 1.810 -0.288 -0.498  -0.231
O3 1.765 -0.473 -1.923  -0.104
H1 -1.114 -0.380 -1.861  0.110
H2 0.037 -2.362 0.182  0.161
H3 -1.177 -0.035 1.736  0.095
H4 -2.423 -1.101 1.012  0.132
H5 -1.480 -2.825 2.311  0.141
H6 0.045 0.744 0.047  0.120
H7 2.243 0.672 -0.415  0.100
H8 2.419 -1.102 -0.157  0.096
H9 1.776 -1.507 -2.112  0.129
H10 -1.258 1.762 -2.517  0.043
H11 -0.553 2.597 -1.562  -0.035
O4 -1.016 1.816 -1.612  -0.011
H12 0.452 0.508 2.416  0.036
H13 0.167 0.833 3.723  0.035
O5 0.251 1.312 2.933  -0.042
H14 1.372 -4.294 -1.029  0.089
H15 2.737 -3.909 -0.690  0.018
O6 1.888 -3.532 -0.648  -0.042
H16 -1.337 4.246 -0.835  -0.137
H17 -0.072 4.294 -0.214  -0.019
O7 -0.584 4.410 -0.965  0.100
H18 -0.065 2.701 1.818  -0.014
H19 1.244 3.138 1.242  0.087
O8 0.275 3.303 1.182  -0.042

Molecular formula: C4H2
Method: DFT, the ωB97M-V functional and the def2-TZVPD basis

As for the SMILES: C#CC#C. The LUMO energy is 0.747 eV. The value obtained for the HOMO energy is -10.0 eV. The gap between HOMO and LUMO comes out at 10.73 eV.

Each line ends with the Löwdin charge.
Geometry (Å):
C1 1.768 -0.913 0.320  0.099
C2 -1.823 0.720 -0.367  0.094
C3 -0.695 0.246 -0.256  -0.122
C4 0.658 -0.392 0.019  -0.107
H1 2.699 -1.079 0.785  0.015
H2 -2.606 1.418 -0.501  0.022